--- w ---
Molecular formula: CH13NO4
Method: DFT, ωB97M-V/def2-TZVPD

The geometry in XYZ format:
```
19
Properties=species:S:1:pos:R:3
C 1.857 -0.269 0.194
N 0.784 -0.175 -0.864
H 2.324 -1.242 0.121
H 2.516 0.591 0.099
H 1.459 -0.317 1.219
H 0.807 -1.070 -1.344
H 1.050 0.525 -1.528
H -0.721 4.468 -0.202
H -1.565 5.053 0.866
O -0.740 4.561 0.756
H -0.636 0.398 0.042
H -2.101 0.693 -0.449
O -1.493 0.884 0.271
H -0.660 -2.779 -1.202
H -0.266 -4.119 -1.788
O 0.114 -3.290 -1.477
H -0.335 -1.391 2.280
H -1.347 -0.839 1.306
O -1.046 -1.682 1.701
```

Output
**E_HOMO**: -10.01 eV
**Total charge**: 0
**Orbital gap**: 0.3918 Eh
**LUMO level**: 0.0239 Ha

---

--- x ---
Molecular formula: CH13NO4
Method: DFT, ωB97M-V/def2-TZVPD

The geometry in XYZ format:
```
19
Properties=species:S:1:pos:R:3
C -0.042 -1.640 -0.466
N -1.468 -1.153 -0.266
H 0.523 -0.974 -1.061
H -0.066 -2.603 -0.955
H 0.428 -1.801 0.497
H -1.507 -0.157 -0.613
H -2.119 -1.704 -0.885
H -1.439 -1.104 1.510
H -1.858 -1.107 3.017
O -1.078 -1.168 2.415
H 0.096 0.244 0.527
H 2.516 0.142 1.184
O 2.156 -0.015 0.295
H 0.255 1.899 -0.921
H -1.070 1.870 -2.324
O -0.761 1.316 -1.607
H 1.689 0.836 0.073
H 1.677 2.889 -0.966
O 1.109 2.302 -0.406
```

Output
**E_HOMO**: -9.40 eV
**Total charge**: 0
**Orbital gap**: 0.2021 Eh
**LUMO level**: -0.1433 Ha

---

Most stable = w

---

--- w ---
Molecular formula: C4H8N2O2S2
Method: DFT, ωB97M-V/def2-TZVPD

The geometry in XYZ format:
```
18
Properties=species:S:1:pos:R:3
C 1.192 0.783 -0.941
C 0.898 2.039 -0.575
C 0.435 -0.325 -0.300
C 1.164 -1.255 0.692
N -0.819 0.250 0.361
N -3.224 -0.055 1.103
O -2.878 0.686 -1.167
O -2.088 -1.521 -0.802
S -0.392 2.245 0.599
S -2.246 -0.218 -0.283
H 1.840 0.623 -1.813
H 1.583 2.801 -0.943
H -0.054 -0.889 -1.177
H 1.169 -0.668 1.579
H 2.150 -1.524 0.165
H 0.707 -2.227 0.847
H -2.674 0.627 1.579
H -4.139 0.327 0.935
```

Output
**E_HOMO**: -9.03 eV
**Total charge**: 0
**Orbital gap**: 0.2960 Eh
**LUMO level**: -0.0359 Ha

---

--- x ---
Molecular formula: C4H8N2O2S2
Method: DFT, ωB97M-V/def2-TZVPD

The geometry in XYZ format:
```
18
Properties=species:S:1:pos:R:3
C -0.973 -0.438 0.527
C -0.017 0.160 1.230
C -1.363 0.337 -0.732
C -2.878 0.459 -0.856
N -0.682 1.585 -0.641
N 3.085 -1.130 1.029
O 2.114 1.119 0.032
O 2.128 -1.040 -1.342
S 0.431 1.681 0.358
S 2.956 -0.115 -0.528
H -1.645 -1.292 0.846
H 0.414 -0.115 2.097
H -0.934 -0.350 -1.659
H -3.244 1.100 -0.154
H -3.328 -0.534 -0.865
H -3.183 0.923 -1.881
H 3.446 -0.475 1.695
H 3.672 -1.875 0.842
```

Output
**E_HOMO**: -9.06 eV
**Total charge**: 0
**Orbital gap**: 0.3396 Eh
**LUMO level**: 0.0065 Ha

---

Most stable = w

---

--- w ---
Molecular formula: C20H25N3O4S
Method: DFT, ωB97M-V/def2-TZVPD

The geometry in XYZ format:
```
53
Properties=species:S:1:pos:R:3
C -4.869 -2.008 -0.121
H -4.593 -3.049 -0.263
H -5.711 -1.960 0.564
H -5.177 -1.590 -1.077
C -3.690 -1.233 0.458
N -2.534 -1.276 -0.431
C -1.659 -2.281 -0.268
O -1.790 -3.125 0.603
C -0.449 -2.359 -1.212
N 0.537 -1.340 -0.924
C 1.442 -1.477 0.115
C 1.285 -2.162 1.296
C 2.309 -2.098 2.257
C 3.460 -1.376 2.069
C 3.663 -0.681 0.859
C 2.641 -0.759 -0.108
C 2.770 -0.142 -1.353
C 3.873 0.589 -1.678
C 4.890 0.704 -0.709
C 4.797 0.087 0.513
H 5.600 0.181 1.229
H 5.766 1.286 -0.950
H 3.971 1.061 -2.642
S 1.284 -0.540 -2.257
O 1.488 -1.478 -3.317
O 0.501 0.622 -2.557
H 4.218 -1.338 2.836
H 2.167 -2.639 3.181
H 0.393 -2.734 1.493
H -0.739 -2.244 -2.258
H -0.015 -3.358 -1.080
C -2.476 -0.207 -1.400
H -3.429 -0.150 -1.934
H -1.672 -0.348 -2.120
C -2.249 1.153 -0.706
O -3.071 2.043 -0.762
N -1.096 1.187 -0.020
H -0.454 0.423 -0.174
C -0.528 2.383 0.604
C -1.477 2.874 1.699
H -1.605 2.107 2.460
H -2.447 3.104 1.267
H -1.078 3.770 2.166
C -0.326 3.459 -0.466
H -1.290 3.783 -0.847
H 0.252 3.050 -1.292
H 0.196 4.316 -0.049
C 0.817 1.981 1.208
H 0.699 1.140 1.888
H 1.239 2.815 1.763
H 1.518 1.702 0.423
H -3.393 -1.681 1.409
H -3.958 -0.187 0.617
```

Output
**E_HOMO**: -8.64 eV
**Total charge**: 0
**Orbital gap**: 0.3013 Eh
**LUMO level**: -0.0161 Ha

---

--- x ---
Molecular formula: C20H25N3O4S
Method: DFT, ωB97M-V/def2-TZVPD

The geometry in XYZ format:
```
53
Properties=species:S:1:pos:R:3
C -2.345 -0.648 -5.150
C -3.725 -0.005 -5.182
C -4.536 -0.300 -3.919
N -3.883 0.199 -2.717
C -3.985 1.529 -2.425
S -4.852 2.602 -3.325
N -3.336 1.986 -1.319
C -2.606 1.197 -0.471
C -1.959 1.721 0.647
C -1.233 0.885 1.475
C -1.165 -0.486 1.208
C -1.804 -1.006 0.105
C -2.524 -0.172 -0.749
C -3.201 -0.727 -1.926
O -3.187 -1.904 -2.214
H -1.767 -2.060 -0.126
H -0.621 -1.134 1.877
C -0.627 1.448 2.730
O -1.339 1.811 3.647
N 0.719 1.529 2.767
C 1.616 1.132 1.713
H 1.050 0.846 0.826
H 2.263 1.978 1.450
C 2.509 -0.026 2.178
C 3.529 -0.356 1.105
O 4.062 0.457 0.396
O 3.780 -1.661 1.068
C 4.768 -2.102 0.129
C 5.020 -3.580 0.355
H 5.764 -3.935 -0.352
H 5.382 -3.749 1.366
H 4.101 -4.142 0.216
H 4.396 -1.910 -0.884
H 5.678 -1.510 0.274
H 1.909 -0.918 2.379
C 3.255 0.386 3.456
C 2.257 0.836 4.520
C 1.386 1.966 3.976
H 0.614 2.250 4.693
H 2.005 2.840 3.746
H 2.786 1.179 5.409
H 1.619 -0.003 4.805
H 3.848 -0.453 3.823
H 3.935 1.207 3.218
H -2.032 2.775 0.869
H -3.440 2.974 -1.125
H -5.520 0.170 -3.991
H -4.647 -1.377 -3.788
H -4.292 -0.390 -6.031
H -3.630 1.075 -5.307
H -2.426 -1.717 -4.966
H -1.731 -0.214 -4.363
H -1.837 -0.494 -6.098
```

Output
**E_HOMO**: -8.54 eV
**Total charge**: 0
**Orbital gap**: 0.3135 Eh
**LUMO level**: -0.0003 Ha

---

Most stable = x

---

--- w ---
Molecular formula: C2H2FN3O
Method: DFT, ωB97M-V/def2-TZVPD

The geometry in XYZ format:
```
9
Properties=species:S:1:pos:R:3
C 1.018 0.903 -0.239
C -0.499 0.745 0.342
N 1.709 1.001 0.765
N -0.256 1.041 1.723
N 0.903 1.228 1.979
O -0.601 -0.809 0.197
F -1.583 1.352 -0.186
H 1.115 0.790 -1.326
H -1.267 -0.872 0.885
```

Output
**E_HOMO**: -10.91 eV
**Total charge**: 0
**Orbital gap**: 0.3696 Eh
**LUMO level**: -0.0313 Ha

---

--- x ---
Molecular formula: C2H2FN3O
Method: DFT, ωB97M-V/def2-TZVPD

The geometry in XYZ format:
```
9
Properties=species:S:1:pos:R:3
C 1.540 -0.044 -0.083
C -0.660 -0.296 -0.055
H -0.678 1.935 0.426
H -2.342 -1.588 -0.116
N 1.148 1.091 -0.126
N -0.259 1.064 -0.042
N -1.969 -0.532 0.026
O 0.430 -1.005 -0.086
F 2.790 -0.624 0.056
```

Output
**E_HOMO**: -9.21 eV
**Total charge**: 0
**Orbital gap**: 0.3639 Eh
**LUMO level**: 0.0254 Ha

---

--- y ---
Molecular formula: C2H2FN3O
Method: DFT, ωB97M-V/def2-TZVPD

The geometry in XYZ format:
```
9
Properties=species:S:1:pos:R:3
C 1.624 0.984 -0.026
C -0.999 -0.629 -0.025
N 0.541 1.436 0.057
N -1.443 0.538 0.099
N -0.665 1.633 -0.049
O 0.183 -1.146 -0.387
F -1.903 -1.611 0.201
H 2.526 0.907 0.519
H 0.136 -2.112 -0.390
```

Output
**E_HOMO**: -8.35 eV
**Total charge**: 0
**Orbital gap**: 0.3209 Eh
**LUMO level**: 0.0142 Ha

---

Most stable = x